C7H6 | wB97M-V/def2-TZVPD

```
! RIJCOSX wB97M-V def2-TZVPD def2/J DEFGRID3
* xyz 0 1
C 0.2035 0.5918 0.0235
C -0.7881 -0.4877 0.0372
C -3.3932 -0.1987 -0.0235
C 1.5615 0.7311 0.0083
C 3.8046 -0.6555 -0.0164
C -2.1096 -0.3286 0.0266
C 2.7693 -0.0451 -0.0017
H -0.3045 1.5550 0.0175
H -0.4091 -1.5031 0.0637
H -3.9949 -0.1216 0.8685
H -3.9267 -0.1643 -0.9642
H 1.8590 1.7800 -0.0105
H 4.7283 -1.1533 -0.0289
*
```

HOMO level   -8.52 eV
Structure (SMILES)   C#C/C=C\C=C=C
Energy relative to the best compared isomer or geometry (same formula, charge and spin)   1.795 eV

Charge distribution, Mulliken scheme, values in e:
1. C 0.0115
2. C -0.3676
3. C -0.6531
4. C -0.8139
5. C 0.4867
6. C 0.1139
7. C -0.5601
8. H 0.2786
9. H 0.3491
10. H 0.2458
11. H 0.2454
12. H 0.2262
13. H 0.4376

***

C7H6BFO2 | wB97M-V/def2-TZVPD

```
! RIJCOSX wB97M-V def2-TZVPD def2/J DEFGRID3
* xyz 0 1
F 0.4377 -3.3396 -1.1748
O -0.6964 2.5221 1.8253
O 0.1943 2.5360 -0.4561
B -0.2920 1.8860 0.6799
C -0.3999 -2.0709 0.7386
C -0.6596 -0.8289 1.3046
C 0.3641 -1.0071 -1.2843
C 0.1697 -2.1614 -0.5457
C -0.3675 0.3179 0.5561
C 0.1226 0.2134 -0.7359
C 0.6682 1.5038 -1.2854
H -1.1131 2.0211 2.5326
H -0.4987 -2.9689 1.3113
H -0.8990 -0.7112 2.3438
H 0.8960 -1.1154 -2.2160
H 1.7717 1.5478 -1.2929
H 0.3020 1.6552 -2.3012
*
```

HOMO level   -9.53 eV
Structure (SMILES)   OB1OCc2cc(F)ccc21
Energy relative to the best compared isomer or geometry (same formula, charge and spin)   0.424 eV

Charge distribution, Mulliken scheme, values in e:
1. F -0.3007
2. O -0.6734
3. O -0.4268
4. B 0.6795
5. C -0.5481
6. C -0.6668
7. C -0.5463
8. C 0.3060
9. C 0.3079
10. C 0.2286
11. C -0.4160
12. H 0.3088
13. H 0.4198
14. H 0.3458
15. H 0.4035
16. H 0.2375
17. H 0.3407

***

C7H6BeNO6 | wB97M-V/def2-TZVPD

```
! RIJCOSX wB97M-V def2-TZVPD def2/J DEFGRID3
* xyz 1 1
O -1.7023 -3.1707 -0.9836
C -0.7894 -2.5095 -0.8069
Be 0.9174 -0.2718 -0.5503
O 2.3554 -2.5683 0.4601
C 1.8447 -1.6180 0.0625
C 1.7359 1.1577 -1.1736
O 2.1938 2.0977 -1.6590
C -0.7873 0.2339 -2.5202
O -0.7797 1.4562 -2.4857
C 0.5109 -0.5350 -2.3201
O 1.0295 -1.1576 -3.2083
H -1.6342 -0.4682 -2.7731
C -1.6278 0.8071 2.2268
C -0.3451 0.6151 1.5174
N 0.8117 0.9529 2.0906
O -0.3558 0.0995 0.3267
H -1.4685 1.2821 3.1999
H -2.1156 -0.1655 2.3736
H -2.2865 1.4406 1.6188
H 1.6891 0.9962 1.5645
H 0.8040 1.3256 3.0398
*
```

HOMO level (spin up / spin down)   -11.75 / -11.75 eV
Energy relative to the best compared isomer or geometry (same formula, charge and spin)   0.000 eV

Charge distribution, Mulliken scheme, values in e:
1. O -0.1767
2. C 0.0622
3. Be 0.9064
4. O -0.1840
5. C 0.2443
6. C 0.1594
7. O -0.2223
8. C 0.0808
9. O -0.4581
10. C 0.3522
11. O -0.5288
12. H 0.2909
13. C -1.1207
14. C 0.9540
15. N -0.3214
16. O -0.4502
17. H 0.4224
18. H 0.2936
19. H 0.3038
20. H 0.1400
21. H 0.2522

***

C7H6Br6F8O | wB97M-V/def2-TZVPD

```
! RIJCOSX wB97M-V def2-TZVPD def2/J DEFGRID3
* xyz 0 1
C 1.3635 -1.8008 1.8654
C 0.0896 -1.9028 2.8070
C 0.2741 -2.8796 4.0651
F 1.2956 -2.3827 4.7962
F -0.7914 -3.1312 4.7871
F -0.1380 -0.7268 3.3582
F -0.8631 -2.3334 1.9590
O 1.1119 -1.1224 0.6564
C 1.5708 0.1756 0.3563
C 0.8939 0.4216 -0.9736
F -0.4367 0.2911 -1.0497
F 1.2456 1.6291 -1.4651
F 1.1537 0.9862 1.3154
F 2.9128 0.1487 0.3850
H 1.6465 -2.8183 1.5957
H 2.2319 -1.4552 2.4261
H 0.5503 -3.8763 3.7211
H 1.1441 -0.3210 -1.7312
C -1.8326 3.2186 -0.5258
Br -3.6973 2.5350 -0.2954
Br -1.0108 3.3610 1.3107
Br -2.1242 5.0062 -1.3525
H -1.2566 2.4835 -1.0879
C -1.1908 0.8074 -5.3971
Br 0.4869 -0.2715 -4.9812
Br -1.4196 1.5309 -7.3218
Br -1.1019 2.1940 -3.9571
H -2.1081 0.2332 -5.2665
*
```

HOMO level   -10.09 eV
Energy relative to the best compared isomer or geometry (same formula, charge and spin)   1.733 eV

Charge distribution, Mulliken scheme, values in e:
1. C -1.0363
2. C 0.9457
3. C 0.1029
4. F -0.2616
5. F -0.2519
6. F -0.2633
7. F -0.2914
8. O -0.3614
9. C 0.8368
10. C 0.3400
11. F -0.1938
12. F -0.2527
13. F -0.2311
14. F -0.2910
15. H 0.4479
16. H 0.4339
17. H 0.2776
18. H 0.1122
19. C 0.4033
20. Br -0.0195
21. Br -0.0427
22. Br -0.0166
23. H -0.4058
24. C -0.3748
25. Br -0.0578
26. Br -0.0489
27. Br 0.0546
28. H 0.4457

***

Number 1 is which compound?
C7H6